Record 1
Entry from the Open Molecules 2025 dataset: a structure of composition C23H29N5O2S2Ta (ωB97M-V/def2-TZVPD).

Geometry as XYZ:
```
62
Properties=species:S:1:pos:R:3:forces:R:3
Ta -11.501 -7.416 7.134 0.29 0.66 -1.43
C -14.394 -6.839 8.181 0.70 0.92 0.54
N -13.632 -6.676 6.880 0.10 1.10 0.49
C -13.570 -5.208 6.564 -0.28 0.01 -2.58
C -14.351 -7.289 5.769 -0.13 -2.00 0.78
C -15.734 -7.174 5.611 1.38 0.09 -0.46
C -16.318 -7.938 4.627 -1.17 -0.19 -0.58
C -15.571 -8.910 3.902 -0.96 1.16 -0.52
C -14.216 -9.069 4.125 0.66 -0.45 0.22
C -13.608 -8.287 5.128 -0.37 0.53 -0.70
N -12.261 -8.306 5.589 -0.67 -0.16 -0.03
C -11.149 -9.085 5.178 -0.40 1.00 0.51
C -11.137 -10.470 5.059 2.23 0.99 -0.43
C -9.954 -11.106 4.794 0.89 -0.10 -0.21
C -8.692 -10.390 4.712 -1.45 -2.04 -0.11
C -8.740 -9.036 4.867 -1.22 -0.61 -0.13
C -9.946 -8.369 5.081 -0.30 1.41 0.51
N -9.965 -6.866 5.367 -0.32 -1.75 1.28
C -10.570 -5.964 4.296 1.46 -0.45 0.25
C -8.548 -6.464 5.699 -0.19 0.80 -1.56
H -15.188 -6.044 8.217 0.68 -0.93 0.20
H -13.657 -6.714 9.042 -1.20 0.02 -1.03
H -14.808 -7.841 8.170 -0.18 0.02 0.19
H -14.578 -4.813 6.427 -0.14 -0.32 -0.18
H -13.043 -5.041 5.551 -0.54 -0.22 1.75
H -13.194 -4.649 7.361 1.13 0.70 1.11
H -16.296 -6.458 6.181 -0.25 0.19 0.07
H -17.401 -7.685 4.443 1.26 -0.88 -0.11
H -16.046 -9.409 3.038 0.28 0.08 0.82
H -13.667 -9.822 3.535 -0.17 0.57 0.43
H -11.977 -11.042 5.142 -2.36 -1.21 0.20
H -10.075 -12.185 4.627 0.76 0.45 0.14
H -7.778 -10.994 4.524 -0.64 0.88 0.11
H -7.920 -8.432 4.741 2.08 0.77 -0.20
H -10.387 -4.923 4.630 -0.21 -0.60 -0.36
H -11.624 -6.177 4.169 -0.11 -0.04 -0.03
H -10.014 -6.198 3.367 -0.44 0.45 0.32
H -7.986 -6.435 4.767 -0.01 -0.20 -0.35
H -8.001 -7.143 6.328 -0.38 -0.11 0.65
H -8.475 -5.427 5.982 -0.46 0.26 0.76
S -11.837 -9.196 8.817 0.33 -0.31 0.47
C -13.355 -10.069 8.921 -0.63 0.43 -0.61
N -13.983 -10.277 10.032 -0.11 -0.23 0.90
C -15.247 -11.059 9.991 0.36 0.50 1.65
C -15.787 -10.947 8.617 0.09 -0.34 -1.29
S -14.259 -10.686 7.618 -0.09 0.00 -1.34
H -13.613 -10.060 10.942 0.36 0.31 0.22
H -15.901 -10.580 10.723 -0.06 -0.31 0.01
H -15.031 -12.084 10.312 -0.03 0.15 -0.16
H -16.486 -10.125 8.410 0.30 -0.21 0.25
H -16.231 -11.899 8.314 -0.01 0.27 -0.14
O -7.863 -8.465 8.788 -1.15 1.19 0.43
C -8.583 -7.582 9.150 0.34 0.00 -0.73
C -8.605 -6.693 10.383 0.26 -0.31 0.95
C -9.846 -5.801 10.292 -0.27 -1.05 -0.05
C -10.358 -6.148 8.957 -1.35 1.20 0.80
O -11.456 -5.695 8.398 0.13 -1.04 -0.64
N -9.764 -7.100 8.340 1.57 -2.17 -0.68
H -7.678 -6.156 10.599 0.04 -0.08 -0.51
H -8.694 -7.380 11.229 0.01 0.00 0.01
H -9.741 -4.747 10.366 0.41 0.96 0.31
H -10.614 -6.119 11.017 0.13 0.27 -0.15
```
Forces are in eV/Å.

Calculated values
F_max (eV/Å): 2.766
ΔE to the lowest compared entry with this formula, charge and spin (kcal/mol): 0.00
Charge: +3
DFT total energy (Eh): -2170.5913
HOMO-LUMO gap (alpha / beta) (eV): 6.824 / 6.825

These are the Mulliken partial charges, in e, on atoms 1 to 4: number 1, Ta, carries 1.5735; number 2, C, carries -0.7860; number 3, N, carries 0.2857; number 4, C, carries -1.2168

Record 2
Entry from the Open Molecules 2025 dataset: a cluster of 2 separate species, C23H29N6O8S in total (ωB97M-V/def2-TZVPD).

Geometry as XYZ:
```
67
Properties=species:S:1:pos:R:3:forces:R:3
O -1.187 3.364 1.244 -0.63 0.12 0.83
O -4.466 3.854 5.453 0.32 -0.17 -0.39
O 6.538 -3.183 -3.775 -0.37 0.18 0.13
O 3.696 -0.507 -0.705 0.18 -0.30 0.22
O -2.928 -1.312 -0.047 -1.43 1.00 1.42
O -2.472 -2.462 1.992 -1.25 1.27 0.24
O -5.305 1.410 5.177 0.81 -0.56 -1.26
O -4.820 -2.227 1.360 1.04 1.18 -0.29
C -1.955 3.490 2.196 1.13 -0.21 -1.58
C -3.726 3.748 4.472 -0.74 0.15 0.76
C 6.603 -2.871 -2.593 0.94 -0.81 -1.38
C 3.829 -0.516 -1.920 0.06 -0.74 1.01
C -1.187 -2.956 -2.646 1.09 -0.24 -0.10
C -1.475 7.140 3.111 -0.15 -0.47 0.03
C -2.322 7.263 4.212 -0.09 -0.46 -0.06
C -1.350 5.911 2.460 -0.13 -0.10 0.11
C -3.048 6.156 4.659 0.03 -0.07 -0.08
C -2.725 1.132 1.912 0.37 0.50 -0.33
C -4.439 1.348 4.105 0.13 2.02 1.21
C -2.077 4.786 2.895 -0.24 0.84 0.65
C -2.941 4.912 4.009 0.62 0.58 -0.48
C -2.787 2.343 2.621 -0.46 -1.09 0.14
C -3.653 2.462 3.735 0.07 -0.94 -0.44
C -4.371 0.155 3.363 -1.34 -1.30 0.39
C -3.522 0.040 2.275 0.26 0.56 -0.68
N -0.904 -2.778 -1.389 0.93 -0.09 1.23
N -5.199 -0.878 3.745 -0.51 0.32 0.40
N 3.447 0.545 -2.636 -0.28 0.60 -1.12
N -0.312 -3.460 -3.501 0.61 -0.70 -0.59
N 5.624 -2.216 -1.963 -1.13 1.19 0.83
N -2.378 -2.594 -3.025 -1.77 0.44 -0.86
C 7.826 -3.222 -1.778 -0.17 0.05 -0.01
C 3.533 0.738 -4.084 0.29 -0.15 0.24
C 1.086 -3.830 -3.194 0.10 0.71 0.08
C 2.009 -2.602 -3.193 0.23 -0.31 0.27
C 3.371 -2.945 -2.574 -0.48 0.31 -0.19
C 4.376 -1.776 -2.608 0.46 -0.42 -0.29
S -3.362 -1.496 1.352 2.38 -1.99 -0.98
H -5.217 2.307 5.589 0.13 -0.14 -0.30
H -4.537 -3.119 1.613 -0.32 -0.43 0.16
H -0.910 8.001 2.762 -0.08 -0.17 0.03
H -2.417 8.218 4.722 -0.02 -0.19 -0.06
H -0.682 5.833 1.605 -0.19 -0.19 0.17
H -3.704 6.269 5.520 0.09 -0.20 -0.20
H -2.045 1.049 1.063 -0.20 0.16 0.23
H -1.571 -2.308 -0.789 0.03 0.03 0.32
H -0.004 -3.038 -1.032 0.04 0.09 0.20
H -5.630 -1.406 2.984 0.18 0.27 0.72
H -5.812 -0.609 4.518 0.18 -0.32 -0.52
H 3.109 1.318 -2.081 0.04 -0.12 0.07
H -0.619 -3.586 -4.452 0.00 0.01 0.01
H 5.756 -1.989 -0.987 -0.26 0.08 -0.08
H -2.985 -2.163 -2.342 -0.17 -0.01 -0.22
H -2.673 -2.697 -3.979 -0.19 0.12 0.02
H 8.514 -3.789 -2.404 -0.15 0.10 0.06
H 7.533 -3.826 -0.921 0.11 0.04 0.17
H 8.311 -2.307 -1.442 0.08 -0.02 0.17
H 3.054 -0.085 -4.615 0.01 0.09 -0.05
H 4.579 0.805 -4.393 -0.10 0.02 -0.14
H 3.031 1.667 -4.362 0.05 -0.16 0.15
H 1.131 -4.321 -2.220 -0.11 -0.13 -0.05
H 1.449 -4.544 -3.938 -0.36 -0.01 0.11
H 1.544 -1.806 -2.609 -0.08 0.16 -0.07
H 2.145 -2.258 -4.219 -0.11 0.11 -0.04
H 3.799 -3.788 -3.121 0.23 0.07 0.06
H 3.218 -3.254 -1.538 0.12 0.05 0.07
H 4.600 -1.541 -3.648 0.19 -0.18 -0.04
```
Forces are in eV/Å.

Calculated values
F_max (eV/Å): 3.253
Charge: +1
DFT total energy (Eh): -2222.3839
HOMO-LUMO gap (eV): 7.418

These are the Mulliken partial charges, in e, on atoms 1 to 4: number 1, O, carries -0.7074; number 2, O, carries -0.8371; number 3, O, carries -0.6407; number 4, O, carries -0.7112

Record 3
Entry from the Open Molecules 2025 dataset: the molecule C23H29NO4 (ωB97M-V/def2-TZVPD).

Geometry as XYZ:
```
57
Properties=species:S:1:pos:R:3:forces:R:3
C -3.155 -4.314 -0.754 -0.02 -0.20 -0.10
O -2.931 -3.045 -0.192 0.10 0.30 0.14
C -1.645 -2.602 -0.079 0.09 0.20 0.07
C -0.519 -3.289 -0.515 -0.29 -0.22 -0.09
C 0.737 -2.729 -0.352 -0.01 0.17 0.08
C 0.914 -1.486 0.242 0.10 -0.03 0.02
C 2.297 -0.884 0.352 -0.06 -0.04 -0.05
C 2.681 -0.332 -1.040 0.19 -0.06 0.12
N 1.806 0.731 -1.463 -0.11 -0.38 -0.02
C 2.201 2.021 -1.517 -0.46 0.16 -0.34
O 3.352 2.378 -1.381 0.42 0.22 0.14
C 1.054 2.990 -1.812 0.25 0.02 0.10
C -0.069 2.794 -0.836 -0.20 0.05 0.01
C 0.042 3.262 0.465 -0.04 -0.04 -0.12
C -0.982 3.047 1.364 -0.19 -0.15 -0.08
C -2.140 2.358 1.011 0.07 0.06 -0.01
O -3.042 2.234 2.026 0.39 0.00 -0.09
C -4.341 1.736 1.803 -0.50 -0.14 0.06
C -2.252 1.860 -0.300 -0.24 -0.10 0.11
O -3.382 1.158 -0.638 0.26 0.33 0.46
C -3.437 0.519 -1.888 0.00 -0.16 -0.27
C -1.213 2.091 -1.194 -0.03 0.09 -0.03
C 2.419 0.208 1.421 0.14 0.02 -0.12
C 3.921 0.334 1.672 -0.02 0.09 0.05
C 4.493 -1.074 1.438 0.12 -0.02 -0.01
C 3.362 -1.900 0.805 -0.03 0.05 -0.03
C -0.223 -0.804 0.668 0.03 -0.13 -0.04
C -1.479 -1.353 0.518 -0.22 -0.22 -0.09
H -4.233 -4.465 -0.723 0.08 -0.04 -0.03
H -2.664 -5.103 -0.175 -0.01 0.03 -0.03
H -2.814 -4.361 -1.794 0.00 -0.01 0.05
H -0.602 -4.259 -0.980 -0.05 -0.09 -0.04
H 1.595 -3.285 -0.700 0.12 -0.07 -0.04
H 3.690 0.081 -1.022 0.00 -0.08 -0.07
H 2.639 -1.144 -1.774 0.10 0.01 0.11
H 0.817 0.528 -1.463 0.02 0.11 0.02
H 1.455 4.002 -1.744 0.03 -0.09 -0.06
H 0.714 2.816 -2.835 0.00 0.04 -0.01
H 0.926 3.800 0.770 0.12 0.08 0.05
H -0.915 3.409 2.377 -0.02 0.05 0.13
H -4.335 0.674 1.550 -0.02 0.10 0.02
H -4.857 2.290 1.016 0.02 -0.04 0.06
H -4.864 1.878 2.749 0.01 -0.01 -0.08
H -4.374 -0.036 -1.886 0.07 0.01 -0.06
H -3.447 1.239 -2.713 0.02 -0.03 0.04
H -2.606 -0.182 -2.017 -0.01 0.03 0.00
H -1.298 1.728 -2.207 -0.04 -0.05 -0.11
H 1.984 1.156 1.108 -0.14 0.03 0.06
H 1.913 -0.125 2.329 -0.09 0.00 0.03
H 4.128 0.696 2.678 0.04 0.08 0.00
H 4.352 1.047 0.970 0.03 0.04 0.02
H 4.816 -1.528 2.375 0.07 -0.03 -0.03
H 5.360 -1.033 0.780 0.07 -0.02 0.05
H 3.727 -2.507 -0.023 -0.03 -0.14 -0.05
H 2.918 -2.568 1.545 -0.02 -0.06 -0.04
H -0.138 0.169 1.126 0.04 0.16 0.08
H -2.356 -0.828 0.860 -0.15 0.10 0.04
```
Forces are in eV/Å.

Calculated values
F_max (eV/Å): 0.621
ΔE to the lowest compared entry with this formula, charge and spin (kcal/mol): 19.21
Charge: 0
DFT total energy (Eh): -1249.5414
HOMO-LUMO gap (eV): 8.673

These are the Mulliken partial charges, in e, on atoms 1 to 4: number 1, C, carries -0.9502; number 2, O, carries -0.4469; number 3, C, carries 0.7457; number 4, C, carries -0.9300

Record 4
Entry from the Open Molecules 2025 dataset: a structure of composition C23H30Cl3N9S2SiV (ωB97M-V/def2-TZVPD).

Geometry as XYZ:
```
69
Properties=species:S:1:pos:R:3:forces:R:3
V 1.880 0.063 -0.549 0.14 -0.01 -0.06
N 3.483 1.095 3.474 0.00 -0.01 -0.02
C 2.951 0.989 2.230 0.00 0.00 0.03
S 3.656 -0.181 1.172 0.01 -0.02 0.01
N 1.947 1.813 1.991 -0.01 -0.01 0.00
N 1.405 1.641 0.760 -0.01 -0.05 0.00
C 0.534 2.500 0.361 -0.03 0.06 0.06
C 0.110 3.665 1.181 -0.04 -0.04 -0.01
C 0.718 4.903 1.014 0.00 0.02 0.00
C 0.307 5.988 1.775 0.01 0.00 -0.02
C -0.714 5.841 2.702 -0.01 0.00 0.01
C -1.323 4.605 2.872 0.00 0.01 -0.01
C -0.911 3.520 2.113 0.01 0.01 0.00
C -0.044 2.282 -0.974 -0.06 -0.06 -0.03
C -0.955 3.167 -1.530 0.01 0.02 -0.05
C -1.441 2.922 -2.807 -0.02 0.03 0.04
C -1.013 1.803 -3.490 0.03 -0.05 -0.01
C -0.116 0.951 -2.863 -0.02 -0.02 0.02
N 0.353 1.170 -1.637 -0.01 0.10 0.02
H 4.373 0.662 3.641 0.00 0.00 0.00
H 3.228 1.904 4.017 0.00 0.01 0.00
H 1.519 5.011 0.293 0.00 0.00 0.00
H 0.786 6.950 1.644 0.00 0.00 0.00
H -1.034 6.689 3.294 0.00 0.00 0.00
H -2.117 4.485 3.598 0.00 0.00 0.00
H -1.372 2.549 2.246 0.00 0.00 0.00
H -1.263 4.038 -0.970 0.00 0.00 0.00
H -2.150 3.606 -3.257 0.00 0.00 0.00
H -1.369 1.564 -4.481 0.00 0.01 0.00
H 0.242 0.059 -3.359 -0.01 0.00 0.00
Cl 3.589 1.308 -2.206 0.01 -0.01 -0.01
Si 3.155 -0.818 -2.568 -0.02 -0.04 -0.02
Cl 2.592 -0.779 -4.618 0.00 0.00 -0.01
Cl 5.051 -1.688 -2.702 0.02 0.01 0.02
C -3.243 -1.498 1.449 -0.03 -0.01 -0.02
C -2.673 -0.152 1.049 0.04 0.00 -0.01
N -1.321 -0.315 0.534 -0.06 -0.01 0.03
C -0.506 -1.323 0.959 -0.04 0.02 0.00
N 0.646 -1.490 0.345 0.00 0.05 0.02
C 1.382 -2.690 0.747 0.03 0.02 0.00
C 1.414 -2.796 2.260 0.00 -0.02 0.02
C -0.012 -2.946 2.747 0.00 0.01 0.01
N -0.927 -2.102 1.983 0.00 0.00 0.00
C -2.303 -2.110 2.464 0.01 0.02 0.02
H -3.316 -2.130 0.561 0.01 -0.01 0.00
H -4.238 -1.394 1.882 0.01 0.01 0.01
H -2.667 0.524 1.911 0.00 0.00 0.00
H -3.262 0.318 0.263 -0.01 -0.01 0.00
H -1.241 -0.163 -0.462 0.04 -0.01 -0.01
H 2.389 -2.622 0.340 0.00 -0.02 -0.01
H 0.907 -3.587 0.321 -0.01 0.00 0.00
H 1.876 -1.890 2.656 0.00 0.00 -0.01
H 2.007 -3.649 2.591 0.00 0.00 0.00
H -0.100 -2.677 3.804 -0.01 -0.01 -0.01
H -0.347 -3.984 2.645 0.00 0.00 0.00
H -2.362 -1.563 3.413 0.01 -0.01 0.00
H -2.570 -3.149 2.672 -0.01 0.00 -0.01
S -2.576 -1.471 -2.439 -0.01 0.00 -0.01
C -1.374 -2.537 -2.914 0.01 0.04 0.03
N -0.221 -2.795 -2.278 -0.01 -0.06 -0.04
C 0.646 -3.671 -3.060 0.03 0.02 0.01
C -0.354 -4.297 -4.038 -0.03 -0.01 0.00
N -1.413 -3.294 -4.037 0.00 -0.01 -0.03
H 0.111 -2.212 -1.515 -0.01 0.04 0.03
H 1.138 -4.409 -2.430 0.00 0.00 0.00
H 1.406 -3.092 -3.588 -0.01 0.00 0.00
H -0.728 -5.259 -3.673 0.01 0.00 0.01
H 0.070 -4.433 -5.031 0.00 0.00 -0.01
H -2.295 -3.421 -4.500 0.00 0.01 0.00
```
Forces are in eV/Å.

Calculated values
F_max (eV/Å): 0.155
Spin multiplicity: 4
⟨S²⟩: 3.76
ΔE to the lowest compared entry with this formula, charge and spin (kcal/mol): 2.29
Charge: 0
DFT total energy (Eh): -4797.9951
HOMO-LUMO gap (alpha / beta) (eV): 6.830 / 7.434

These are the Mulliken partial charges, in e, on atoms 1 to 4: number 1, V, carries 0.0643; number 2, N, carries -0.4709; number 3, C, carries 0.5382; number 4, S, carries -0.4561